1.
{"formula": "FH3O3SSi", "method": "wB97M-V/def2-TZVPD", "relative_energy_kj_mol": 484.5, "orbital_gap_ha": [0.2924, 0.2631], "homo_energy_ev": [-11.61, -11.06], "species": ["O", "O", "O", "F", "Si", "S", "H", "H", "H"], "positions_angstrom": [[0.742, 2.216, 0.650], [-1.282, 2.639, -0.757], [-0.575, -0.763, -1.074], [-1.599, 1.574, 1.415], [0.540, -1.612, -0.445], [-0.554, 1.780, 0.126], [0.490, -1.206, 1.105], [0.116, -2.960, -0.512], [2.121, -1.667, -0.509]], "forces_ev_per_angstrom": [[-1.543, -1.017, -0.400], [0.040, -0.402, -0.190], [-2.352, 2.960, -1.744], [1.418, -0.003, -1.268], [4.738, -1.843, 3.964], [-0.003, 1.230, 1.692], [-0.333, -0.158, -1.158], [-0.489, -1.344, -0.153], [-1.475, 0.577, -0.742]], "lowdin_charge": [-0.2967, -0.2792, -0.3149, -0.2508, 0.4279, 0.8256, 0.0126, -0.0741, -0.0504]}

***

2.
{"formula": "C3H3Cl", "method": "wB97M-V/def2-TZVPD", "relative_energy_kj_mol": 502.6, "orbital_gap_ha": [0.2623, 0.3803], "homo_energy_ev": [-7.39, -9.93], "species": ["C", "C", "C", "Cl", "H", "H", "H"], "positions_angstrom": [[0.374, 0.701, 0.483], [0.475, 0.386, -0.786], [-0.683, -0.178, -0.085], [-2.461, -0.224, -0.015], [0.847, 1.225, 1.226], [1.068, 0.293, -1.767], [0.379, -2.203, 0.943]], "forces_ev_per_angstrom": [[-1.946, -1.183, -2.506], [-0.290, -0.777, -2.063], [1.814, -0.267, 1.466], [1.145, 0.527, -0.403], [0.766, 0.912, 1.856], [-1.083, 0.458, 1.908], [-0.406, 0.329, -0.257]], "lowdin_charge": [-0.0557, -0.0678, -0.6681, 0.5091, 0.0709, 0.1343, 0.0772]}

***

3.
{"formula": "C34H52Cl39FNO2PS", "method": "wB97M-V/def2-TZVPD", "orbital_gap_ha": 0.2603, "homo_energy_ev": -7.12, "species": ["C", "C", "Cl", "C", "C", "C", "C", "C", "C", "C", "S", "C", "C", "C", "P", "O", "O", "C", "C", "F", "C", "N", "H", "H", "H", "H", "H", "H", "H", "H", "H", "H", "H", "H", "H", "H", "C", "Cl", "Cl", "H", "H", "C", "Cl", "Cl", "H", "H", "C", "Cl", "Cl", "H", "H", "C", "Cl", "Cl", "H", "H", "C", "Cl", "Cl", "H", "H", "C", "Cl", "Cl", "H", "H", "C", "Cl", "Cl", "H", "H", "C", "Cl", "Cl", "H", "H", "C", "Cl", "Cl", "H", "H", "C", "Cl", "Cl", "H", "H", "C", "Cl", "Cl", "H", "H", "C", "Cl", "Cl", "H", "H", "C", "Cl", "Cl", "H", "H", "C", "Cl", "Cl", "H", "H", "C", "Cl", "Cl", "H", "H", "C", "Cl", "Cl", "H", "H", "C", "Cl", "Cl", "H", "H", "C", "Cl", "Cl", "H", "H", "C", "Cl", "Cl", "H", "H"], "positions_angstrom": [[4.012, -0.890, 2.400], [3.998, -2.379, 1.640], [3.518, -3.733, 2.812], [3.155, -2.343, 0.234], [1.691, -3.084, 0.284], [1.535, -4.673, -0.212], [0.024, -5.388, -0.194], [-1.333, -4.580, 0.294], [-1.190, -3.006, 0.821], [0.312, -2.354, 0.787], [0.469, -0.551, 1.397], [-1.229, 0.173, 0.931], [-1.275, 1.773, 0.590], [-2.737, 2.413, 0.172], [-2.726, 4.318, -0.211], [-3.751, 4.995, 1.037], [-1.084, 4.878, 0.173], [-4.098, 1.469, 0.086], [-3.972, -0.157, 0.462], [-5.256, -0.938, 0.372], [-2.521, -0.863, 0.905], [-2.467, -2.331, 1.266], [3.064, -0.722, 3.073], [4.082, -0.104, 1.521], [5.005, -0.754, 3.033], [5.138, -2.565, 1.339], [3.819, -2.833, -0.613], [3.042, -1.196, -0.064], [2.445, -5.314, -0.578], [-0.156, -6.506, -0.567], [-2.400, -5.102, 0.267], [-0.278, 2.407, 0.676], [-4.167, 5.833, 0.676], [-0.937, 4.539, 1.114], [-5.107, 1.981, -0.247], [-3.258, -2.802, 0.731], [1.334, 6.787, 1.924], [2.827, 7.630, 2.358], [1.314, 5.148, 2.586], [0.483, 7.343, 2.325], [1.260, 6.732, 0.836], [-1.732, 7.989, -1.972], [-1.959, 9.741, -2.049], [-3.178, 7.188, -1.346], [-1.523, 7.613, -2.976], [-0.889, 7.769, -1.312], [-6.794, 4.908, -0.878], [-5.340, 4.092, -1.464], [-6.397, 6.096, 0.371], [-7.277, 5.420, -1.714], [-7.475, 4.164, -0.458], [2.259, -3.967, -3.863], [1.324, -3.433, -2.461], [2.748, -5.657, -3.696], [1.644, -3.861, -4.761], [3.153, -3.345, -3.953], [-3.305, -6.279, 3.176], [-2.496, -5.123, 2.112], [-2.353, -7.757, 3.351], [-3.439, -5.823, 4.161], [-4.280, -6.532, 2.752], [-8.723, 3.832, -4.232], [-7.708, 5.253, -3.960], [-7.742, 2.367, -4.370], [-9.412, 3.720, -3.392], [-9.288, 3.970, -5.157], [-10.039, 3.049, 0.767], [-8.487, 2.430, 1.344], [-9.886, 3.739, -0.853], [-10.760, 2.229, 0.738], [-10.389, 3.825, 1.453], [7.759, 0.764, 1.450], [6.193, 0.755, 0.629], [7.722, -0.248, 2.899], [8.520, 0.379, 0.767], [8.004, 1.789, 1.738], [-4.198, 4.829, -5.685], [-2.744, 4.013, -6.272], [-3.801, 6.016, -4.437], [-4.681, 5.340, -6.522], [-4.879, 4.084, -5.265], [2.113, 1.377, 5.656], [3.665, 0.758, 6.233], [2.266, 2.067, 4.036], [1.391, 0.557, 5.627], [1.763, 2.153, 6.341], [7.947, 1.871, 6.425], [7.127, 0.311, 6.288], [8.666, 2.349, 4.883], [7.221, 2.629, 6.730], [8.737, 1.793, 7.177], [3.833, -6.377, 5.169], [2.500, -5.880, 6.217], [3.904, -8.138, 5.021], [3.688, -5.943, 4.177], [4.773, -6.018, 5.595], [0.331, -9.291, 0.787], [0.346, -8.292, -0.671], [1.775, -9.008, 1.767], [-0.554, -9.045, 1.378], [0.300, -10.344, 0.497], [11.667, 0.525, 0.458], [10.550, 1.385, -0.609], [11.065, -1.093, 0.838], [12.637, 0.437, -0.039], [11.779, 1.091, 1.386], [2.033, 7.211, 5.760], [0.700, 7.709, 6.808], [2.104, 5.451, 5.612], [1.888, 7.646, 4.768], [2.973, 7.570, 6.186], [-6.870, 1.106, -8.206], [-5.377, 1.949, -7.773], [-6.890, -0.533, -7.544], [-7.721, 1.662, -7.806], [-6.944, 1.051, -9.295], [-9.636, -2.000, -5.556], [-9.863, -0.249, -5.634], [-11.082, -2.802, -4.930], [-9.427, -2.377, -6.560], [-8.793, -2.221, -4.896], [14.080, -0.482, -2.737], [15.535, -1.298, -3.324], [14.477, 0.706, -1.489], [13.597, 0.030, -3.574], [13.400, -1.226, -2.317], [-1.830, -9.470, -4.001], [-0.816, -8.048, -3.728], [-0.850, -10.934, -4.139], [-2.520, -9.581, -3.160], [-2.395, -9.332, -4.926]], "forces_ev_per_angstrom": [[0.165, -0.481, -0.472], [1.673, 1.756, -0.506], [0.320, 1.158, -1.030], [-0.754, -0.055, -0.131], [-3.419, -2.377, 0.399], [-4.148, 1.536, 2.496], [0.045, 3.998, 1.088], [4.977, 2.932, -2.457], [3.223, -3.099, -2.207], [-0.507, -2.236, -0.807], [-2.258, -1.294, -1.091], [-2.435, 0.808, -0.898], [-3.876, -3.085, -0.056], [0.975, -3.866, 2.075], [0.507, 0.482, 0.477], [1.624, -0.423, -1.541], [-2.460, -2.131, 2.054], [3.757, -1.756, 1.244], [1.918, 2.474, -0.231], [3.985, 1.944, 0.354], [-1.159, 3.877, -1.072], [1.420, 1.946, -2.642], [1.866, -0.364, -1.441], [-0.505, -1.601, 2.094], [-2.268, -0.467, -1.229], [-2.580, 0.153, 0.771], [-1.587, 0.743, 1.765], [-0.009, -2.507, 0.671], [-1.912, 1.536, 0.794], [0.452, 3.921, 1.110], [3.148, 1.693, -1.796], [-2.412, -1.556, -0.323], [0.820, -1.429, 0.453], [0.205, 0.848, -1.490], [2.321, -1.563, 0.923], [1.257, 0.835, 1.022], [-0.413, 0.013, -0.319], [0.083, 0.120, -0.142], [-0.196, -0.009, -0.457], [0.255, -0.167, -0.008], [0.109, -0.046, 0.305], [0.349, -0.171, -0.049], [0.103, 0.028, -0.040], [-0.033, 0.422, -0.187], [-0.197, 0.106, 0.237], [-0.315, 0.061, -0.077], [-0.330, -0.214, -0.010], [-0.721, 0.152, -0.582], [-0.518, 0.325, 0.041], [0.353, -0.128, 0.513], [0.491, 0.301, -0.024], [-0.215, 0.574, -0.453], [0.213, 0.474, -1.757], [0.061, -0.119, -0.038], [0.168, -0.164, 0.219], [-0.194, -0.232, 0.105], [-0.704, 0.328, 0.763], [-1.599, -1.777, 4.097], [-0.001, -0.069, 0.038], [0.082, -0.261, -0.147], [0.304, -0.007, 0.052], [-0.375, -0.138, -0.057], [-0.143, 0.147, -0.546], [-0.067, 0.052, -0.014], [0.297, -0.007, -0.234], [0.259, 0.001, 0.205], [-0.284, -0.159, 0.415], [-0.083, -0.014, 0.060], [-0.413, 0.035, -0.043], [0.277, 0.183, -0.108], [0.201, -0.123, -0.254], [0.366, 0.044, -0.051], [0.333, 0.253, -0.319], [0.114, -0.082, -0.174], [-0.357, 0.008, 0.235], [-0.180, -0.246, 0.008], [-0.344, -0.043, -0.138], [-0.056, -0.069, -0.082], [-0.168, -0.025, -0.007], [0.231, -0.089, 0.209], [0.246, 0.158, 0.001], [-0.344, -0.065, 0.261], [-0.069, 0.020, 0.037], [-0.085, 0.055, -0.035], [0.264, 0.165, -0.098], [0.188, -0.133, -0.222], [-0.053, 0.133, 0.324], [0.031, 0.017, 0.197], [0.116, 0.261, 0.116], [0.123, -0.238, -0.209], [-0.159, -0.064, -0.297], [0.204, 0.282, -0.191], [0.038, 0.098, -0.022], [0.088, -0.039, -0.072], [-0.053, -0.236, 0.299], [-0.292, -0.164, -0.026], [-0.148, -0.294, 0.337], [0.347, -2.060, -0.240], [-0.100, -0.061, 0.046], [0.267, 0.102, -0.166], [0.116, 0.315, -0.018], [0.375, 0.087, 0.266], [0.138, 0.147, -0.134], [0.047, -0.043, 0.049], [-0.503, -0.009, 0.150], [-0.184, -0.161, -0.215], [0.182, 0.149, -0.114], [-0.007, 0.123, 0.017], [0.252, 0.080, 0.397], [-0.033, -0.200, 0.345], [-0.282, -0.159, -0.038], [-0.276, 0.202, -0.182], [-0.046, 0.080, -0.036], [0.013, -0.049, -0.098], [0.255, -0.195, 0.046], [0.130, -0.067, 0.308], [0.308, -0.178, -0.129], [-0.005, -0.009, 0.008], [0.058, -0.093, -0.013], [-0.160, 0.168, 0.237], [-0.291, 0.139, -0.089], [-0.328, -0.196, -0.253], [-0.120, -0.012, -0.024], [0.166, 0.116, -0.123], [0.236, -0.057, 0.245], [0.259, 0.174, -0.020], [-0.330, 0.055, 0.011], [-0.160, 0.119, -0.231], [-0.095, -0.061, -0.003], [0.293, 0.015, -0.152], [0.270, -0.034, 0.201]], "lowdin_charge": [-0.1910, -0.6487, 0.5530, -0.2130, -0.2694, -0.1328, -0.0909, -0.2440, -0.2028, -0.3165, 0.8044, -0.3665, -0.0655, -0.2810, 0.7884, -0.4241, -0.3931, -0.0046, -0.0222, -0.1141, -0.0868, -0.0385, 0.0472, 0.0107, 0.0441, 0.1114, 0.1194, 0.1124, 0.0870, -0.0814, 0.0220, 0.0934, -0.0838, 0.0053, 0.0344, 0.1197, -0.9933, 0.5429, 0.4979, 0.0402, 0.0256, -0.9996, 0.5114, 0.5063, 0.0206, 0.0251, -1.0016, 0.5505, 0.5936, -0.0670, -0.0762, -0.9727, 0.6656, 0.5067, 0.0276, 0.0298, -0.9433, 0.7314, 0.5258, 0.0316, 0.0318, -0.9870, 0.5759, 0.5120, -0.0362, 0.0340, -0.9754, 0.5485, 0.5806, 0.0337, 0.0367, -1.0155, 0.5670, 0.4948, -0.0522, 0.0227, -1.0488, 0.4987, 0.4945, 0.0311, -0.0017, -1.0089, 0.4944, 0.4893, 0.0337, 0.0210, -1.0068, 0.4793, 0.4916, 0.0314, 0.0294, -1.0485, 0.4942, 0.4881, -0.0457, 0.0314, -0.9643, 0.5852, 0.5140, -0.0058, 0.0331, -1.0214, 0.5289, 0.5187, -0.0778, 0.0369, -1.0362, 0.5038, 0.4701, -0.0389, 0.0335, -1.0227, 0.5077, 0.5007, 0.0174, 0.0312, -1.0463, 0.4665, 0.5039, 0.0203, 0.0326, -1.0090, 0.5121, 0.5479, 0.0347, 0.0325, -1.0261, 0.4828, 0.4978, 0.0287, 0.0277]}

***

4.
{"formula": "C3H4F3I", "method": "wB97M-V/def2-TZVPD", "relative_energy_kj_mol": 294.1, "orbital_gap_ha": 0.3514, "homo_energy_ev": -9.39, "species": ["C", "C", "C", "F", "F", "F", "I", "H", "H", "H", "H"], "positions_angstrom": [[-1.473, 0.216, -0.510], [-0.190, 0.564, 0.218], [1.435, -0.754, 0.159], [0.230, 1.794, 0.091], [1.369, -1.544, -0.915], [1.194, -1.501, 1.262], [3.284, 0.382, 0.190], [-1.567, 0.652, -1.458], [-1.710, -0.939, -0.471], [-2.241, 0.668, 0.205], [-0.332, 0.460, 1.228]], "forces_ev_per_angstrom": [[-0.744, -1.927, 2.766], [1.847, -3.445, -0.726], [-3.258, 2.512, -0.065], [0.816, 1.994, -1.324], [0.190, -0.065, 0.261], [0.639, 0.256, -0.615], [-0.539, -0.523, 0.139], [-0.074, 0.324, -1.447], [0.751, 2.334, -0.342], [0.596, -0.441, -1.216], [-0.224, -1.019, 2.568]], "lowdin_charge": [-0.0376, -0.3026, -0.8233, 0.0094, -0.0093, -0.0154, 0.8173, 0.0498, 0.1290, 0.1026, 0.0801]}